No. 1
87
Properties=species:S:1:pos:R:3:forces:R:3:lowdin_charge:R:1 method="wB97M-V/def2-TZVPD" lumo_energy_ev=-2.2270 total_charge=+1 e_above_lowest_kcal_mol=10.8 homo_ha=-0.3976 homo_lumo_gap_ev=8.59 max_force_ha_per_bohr=0.0532
Ca 9.3283 6.8289 16.2439 -1.1165 1.0822 -1.2098 1.559
C 5.9393 8.9087 15.1938 0.4099 -0.3409 0.1919 -0.064
C 6.2460 7.5587 14.4754 1.0136 0.8431 -0.0657 -0.380
O 7.5258 7.0221 14.6541 0.3821 0.0191 0.9020 -0.446
H 6.7826 9.2826 15.7806 0.2266 -0.0430 -0.1951 0.058
H 5.1169 8.7658 15.8972 -0.4010 0.2580 -0.1752 0.030
H 5.6631 9.6650 14.4618 -0.1061 0.1135 0.1998 0.047
H 6.1823 7.8258 13.4161 -0.7417 -0.3606 -0.1326 0.079
H 5.4263 6.8951 14.7777 0.1005 -0.4468 -0.3785 0.083
C 3.5484 10.2486 18.8724 -0.4152 0.8190 1.0025 -0.111
O 4.5728 10.0000 19.8517 0.1740 -0.0772 -0.3094 -0.147
H 3.4744 11.3226 18.7027 0.0572 -0.0502 -0.3107 0.083
H 3.7291 9.7410 17.9281 0.1873 -0.1012 0.1100 0.050
H 2.6013 9.9698 19.3354 -0.0779 -0.3182 -0.3812 0.093
H 4.8990 10.8471 20.1673 -0.0019 -0.0356 0.0477 0.096
C 6.4152 7.8919 9.7937 -0.6595 0.7457 -1.5599 -0.157
O 6.9276 8.4231 11.0054 0.2274 -0.9570 -0.0760 -0.130
H 6.6806 6.8818 9.4744 0.3577 -0.1781 0.7929 0.082
H 5.3255 7.9631 9.7338 -0.0746 -0.1015 0.3583 0.079
H 6.7533 8.5151 8.9632 0.2140 0.2002 0.2198 0.078
H 6.8023 7.7125 11.6456 0.0197 0.2216 0.2327 0.041
C 5.0776 11.2601 12.1927 -2.0659 -0.2302 -1.6550 -0.145
O 4.3578 12.4690 11.8679 0.9487 0.6442 1.0661 -0.135
H 5.1551 10.7500 11.2317 0.8623 -0.3881 0.1961 0.071
H 6.0394 11.4293 12.6639 -0.0931 0.4167 -0.0898 0.074
H 4.4322 10.6064 12.7842 0.2380 0.0274 0.4592 0.066
H 3.5638 12.3063 11.3558 0.1090 -0.4756 0.0016 0.072
C 6.8844 4.1545 12.3868 0.3152 -0.0822 0.3796 -0.137
O 6.7240 4.4987 13.7640 0.2598 -0.5096 -0.2038 -0.171
H 6.0821 4.6037 11.8005 -0.0312 -0.2334 -0.2267 0.069
H 7.8575 4.4338 11.9729 0.0320 0.3786 0.1514 0.075
H 6.8817 3.0675 12.3244 -0.4590 0.0131 -0.1346 0.085
H 7.1555 5.3451 13.9641 0.0321 0.4444 0.1739 0.014
C 5.9401 12.3202 17.0443 -0.2570 1.0765 0.3783 -0.125
O 7.0510 13.2288 17.1226 0.2999 -0.6608 -0.0743 -0.138
H 5.6599 12.0525 16.0266 0.0932 0.0317 -0.0580 0.086
H 6.2002 11.4282 17.6082 0.0262 -0.0867 -0.1370 0.053
H 5.1132 12.8112 17.5613 -0.3218 -0.2571 -0.1871 0.082
H 6.8388 14.0913 16.7563 -0.2325 -0.0731 -0.0349 0.099
C 7.1152 4.4206 17.2686 -0.3922 0.1595 1.0405 -0.615
O 8.1689 4.9316 16.8873 0.1270 -0.2751 -0.0753 -0.118
N 7.0384 3.2396 17.9297 0.6115 -0.5946 -0.0944 0.176
N 5.8883 5.0039 17.2332 0.5855 -0.0312 -0.3372 0.198
H 6.1738 3.0166 18.3779 -0.0485 -0.1890 0.1722 0.099
H 7.8549 2.7692 18.2815 0.0905 0.0989 -0.3571 0.119
H 5.1003 4.4021 17.3634 -0.3818 0.3051 -0.1660 0.100
H 5.7890 5.9599 16.9720 -0.1232 0.1410 -0.4394 0.065
C 2.0195 6.5633 16.2753 -0.3035 -2.0815 -1.7512 -0.683
O 1.6887 6.8604 15.1246 0.2074 0.1028 0.9073 0.018
N 2.6890 7.3851 17.0964 0.2162 1.4547 -0.3985 0.160
N 1.8889 5.3002 16.7697 0.0198 -0.3068 0.7457 0.165
H 2.6706 8.3155 16.7042 0.2608 0.1239 0.7032 0.097
H 2.9196 7.1618 18.0452 -0.0936 0.2717 0.0832 0.099
H 1.4767 4.5261 16.2799 -0.1124 0.3323 -0.3541 0.114
H 2.1001 5.1455 17.7392 -0.1092 -0.1569 -0.0011 0.091
C 10.6887 8.0428 13.2872 -0.3531 -0.7574 0.2806 -0.652
O 10.8071 7.7025 14.4829 -0.2849 -0.3981 -0.1577 -0.117
N 11.6321 8.7561 12.6719 0.2359 0.3466 0.1339 0.182
N 9.6568 7.6440 12.5042 -0.8938 -0.1768 0.5611 0.181
H 12.4653 8.9442 13.2018 0.0660 0.2597 -0.3666 0.122
H 11.4631 9.0374 11.7240 0.5836 0.1500 -0.0136 0.113
H 9.3858 8.1417 11.6693 0.2399 0.0848 -0.0379 0.095
H 8.8484 7.3283 13.0423 -0.0184 -0.0422 0.1683 0.068
C 9.2016 10.4593 16.7473 -0.8190 -0.4976 -0.9767 -0.646
O 9.6942 9.3432 16.5530 0.0275 -0.1816 0.3858 -0.068
N 9.0128 11.3433 15.7382 0.2667 0.3770 -0.0768 0.186
N 8.6434 10.8616 17.9120 0.5285 -0.2986 0.1696 0.191
H 8.8576 12.3050 15.9898 -0.2070 0.0550 -0.2925 0.093
H 9.2673 11.1032 14.7971 0.2794 -0.0419 0.1343 0.115
H 8.6119 10.1421 18.6143 -0.1981 0.3622 0.2936 0.080
H 8.0545 11.6869 17.8999 0.4251 -0.2671 0.4087 0.062
C 7.2404 7.8946 18.8071 1.7957 0.8297 -0.7196 -0.604
O 8.1968 7.4145 18.1821 -0.6639 -0.0709 0.4072 -0.116
N 7.4357 8.5581 19.9902 -0.8594 -0.6337 -1.0176 0.183
N 5.9712 7.9884 18.3386 -0.4698 -0.1011 0.9770 0.193
H 8.2827 8.4352 20.5152 -0.2111 -0.0902 0.2491 0.127
H 6.5531 8.9078 20.3214 0.5036 0.3507 1.1654 0.083
H 5.4069 8.5396 18.9759 -0.3214 -0.0207 -0.4219 0.053
H 5.7764 8.1689 17.3710 0.4718 -0.2065 -0.3214 0.048
C 3.0422 4.1275 12.6834 0.0504 -0.8346 0.7706 -0.691
O 3.4302 3.2242 11.9510 -0.2793 0.7103 -0.1521 0.019
N 1.7787 4.6235 12.7579 0.2249 -0.4409 -0.8023 0.155
N 3.8151 4.6474 13.6762 0.8034 -0.3323 0.1768 0.159
H 1.1919 4.4043 11.9722 -0.4509 0.2949 0.3984 0.107
H 1.5939 5.2185 13.5458 -0.7498 0.3815 -0.4042 0.055
H 3.5601 5.4955 14.1503 0.0977 0.0507 -0.1007 0.060
H 4.7579 4.2865 13.7314 0.0943 0.4564 0.2348 0.060


No. 2
9
Properties=species:S:1:pos:R:3:forces:R:3:nbo_charge:R:1 method="wB97M-V/def2-TZVPD" lumo_energy_ev=6.9594 total_charge=-2 e_above_lowest_kcal_mol=33.1 homo_ha=-0.0079 homo_lumo_gap_ev=7.17 max_force_ha_per_bohr=0.0988
C 1.5699 0.7966 -1.1857 2.9538 -1.1116 2.2117 0.448
N 0.9096 -0.1198 -0.6233 -3.9828 -3.1047 0.5721 -0.892
O -0.7366 -1.2082 2.4537 -1.3715 0.8401 -0.4562 -1.138
O -2.0612 0.9023 1.5867 -0.0720 -0.7130 0.3937 -1.141
O 1.6568 1.0761 -2.3632 0.4199 2.2021 -3.4349 -0.825
O -2.2671 -1.3853 0.3738 0.0239 0.6725 1.0987 -1.150
P -1.6988 -0.5452 1.4926 1.2848 -0.8899 -0.8701 2.422
H 2.4461 1.0751 -0.4020 -1.1673 0.6432 -1.1230 -0.015
H 0.1813 -0.5917 -1.3328 1.9111 1.4612 1.6081 0.290


No. 3
57
Properties=species:S:1:pos:R:3:forces:R:3:lowdin_spin:R:1 method="wB97M-V/def2-TZVPD" multiplicity=2 lumo_energy_ev="-8.0646 / -8.4182" total_charge=+2 e_above_lowest_kcal_mol=27.2 homo_ha="-0.5193 / -0.5454" homo_lumo_gap_ev="6.06 / 6.42" max_force_ha_per_bohr=0.0086
Tl 0.3070 -0.6285 -0.6102 0.2461 -0.1925 -0.1464 0.005
C -4.0214 0.1147 1.1496 -0.0169 -0.0026 0.0036 0.000
C -2.6474 0.3945 1.6791 -0.0114 -0.1343 0.0309 0.000
C -1.9052 1.4641 1.3051 0.0559 0.0685 -0.0027 0.003
C -0.5816 1.7421 1.8922 -0.0053 -0.0412 -0.0973 0.003
C -0.0528 0.7258 2.8152 0.0320 0.0440 0.0451 0.000
C -0.8111 -0.3372 3.2025 -0.0329 -0.0350 -0.0117 0.000
C -2.0665 -0.5084 2.6201 -0.0098 0.0705 -0.0081 0.000
H -4.1029 -0.9265 0.8354 0.0002 0.0099 -0.0278 0.000
H -4.2651 0.7627 0.3096 0.0027 -0.0152 0.0095 0.000
H -4.7682 0.2770 1.9288 0.0060 -0.0027 -0.0028 0.000
H -2.2967 2.1823 0.5905 0.0094 -0.0113 -0.0018 0.002
H -0.8009 2.5552 2.6252 -0.0009 -0.0102 0.0286 0.000
H 0.9390 0.8767 3.2251 -0.0400 0.0241 0.0036 0.001
H -0.4301 -1.0641 3.9064 -0.0092 -0.0008 0.0030 0.000
H -2.6523 -1.3754 2.9083 0.0028 -0.0084 -0.0053 0.000
Se 3.8838 5.5757 -3.6984 0.0502 0.0574 -0.0606 0.081
N 2.7237 5.3868 -2.3873 -0.0290 0.0086 0.0310 0.102
C 2.4879 4.0952 -2.2610 0.0179 -0.0234 -0.0246 0.001
C 1.6068 3.5552 -1.2745 -0.0255 -0.0619 0.0318 0.214
C 0.8177 4.3808 -0.4166 0.0230 0.0404 -0.0258 0.001
C 0.1962 3.8198 0.6312 -0.0015 -0.0257 0.0000 0.176
C 0.4537 2.3730 0.9401 0.0131 0.0056 -0.0052 0.052
N 0.6918 1.5796 -0.2716 -0.0821 0.0494 0.0073 0.235
C 1.4224 2.1417 -1.2082 0.0294 0.0322 -0.0017 0.068
C 2.0860 1.2756 -2.2115 0.0001 0.0218 -0.0136 0.010
N 1.8594 -0.0434 -2.1352 -0.0197 0.0073 0.0303 0.001
C 2.5143 -0.8910 -2.9214 -0.0428 0.0023 -0.0052 -0.003
C 3.4458 -0.4433 -3.8511 0.0075 -0.0043 -0.0133 0.001
C 3.6807 0.9088 -3.9620 0.0061 0.0062 0.0008 0.000
C 2.9889 1.7953 -3.1312 -0.0243 -0.0223 0.0015 0.003
C 3.1919 3.2393 -3.1763 -0.0304 -0.0249 0.0334 0.025
N 3.9842 3.8279 -4.0255 0.0163 0.0148 -0.0102 -0.019
H 0.7587 5.4401 -0.6279 -0.0104 -0.0066 0.0126 -0.003
H -0.3891 4.4118 1.3246 0.0127 -0.0031 -0.0019 0.008
H 1.4111 2.3443 1.4865 0.0035 -0.0050 0.0310 0.029
H 2.3042 -1.9436 -2.7916 0.0076 -0.0055 0.0155 0.000
H 3.9758 -1.1599 -4.4623 -0.0081 0.0047 0.0053 0.000
H 4.3982 1.3037 -4.6699 -0.0053 -0.0067 0.0022 0.000
F 1.7630 -0.3830 1.3221 0.1266 -0.0257 0.0113 0.002
Sb 3.2397 -1.7099 1.1448 -0.1717 0.1067 -0.0828 0.000
F 3.9333 -0.4842 -0.1115 -0.0211 -0.0070 -0.0046 0.000
F 4.0832 -0.8365 2.5514 0.0687 -0.0993 -0.0086 0.000
F 4.4565 -3.0308 0.7121 0.0973 0.0275 0.0925 0.000
F 2.1995 -2.7728 2.2731 -0.0006 -0.0051 -0.0133 0.000
F 2.0768 -2.2975 -0.3335 0.0237 0.0449 0.0304 0.000
O -0.3401 -4.2772 0.9169 -0.0709 0.2174 0.0010 0.000
C -0.5287 -3.1638 0.6633 0.2183 -0.0873 -0.1151 0.000
N -0.8226 -2.0017 0.4251 -0.4042 -0.0399 0.1797 -0.001
S -3.0525 -1.6557 -3.8941 -0.0066 0.0040 -0.0022 0.000
C -2.0065 -0.4969 -4.5855 0.0037 0.0111 -0.0157 0.000
C -1.0775 -0.1091 -3.6800 -0.0253 0.0437 0.0248 0.000
N -1.1985 -0.7194 -2.4516 0.0100 0.0246 0.0078 0.001
C -2.2072 -1.5623 -2.4370 0.0092 -0.0350 0.0040 0.000
H -2.1219 -0.1656 -5.6050 0.0008 -0.0051 0.0242 0.000
H -0.2957 0.6152 -3.8518 0.0008 -0.0203 0.0037 0.000
H -2.4560 -2.1609 -1.5726 0.0043 0.0210 0.0016 0.000


No. 4
19
Properties=species:S:1:pos:R:3:forces:R:3:nbo_charge:R:1 method="wB97M-V/def2-TZVPD" lumo_energy_ev=0.6056 e_above_lowest_kcal_mol=59.2 homo_ha=-0.3375 homo_lumo_gap_ev=9.79 smiles="CCCN(O)C(C)=O" max_force_ha_per_bohr=0.0814
C -0.7181 0.0298 1.9159 -0.1557 -0.3618 -0.1929 -0.623
C -1.6924 -0.5471 0.8999 -0.0634 1.1940 -1.8478 -0.393
C -0.9570 -1.0279 -0.4927 -1.0479 0.3530 4.0369 -0.264
N 0.0344 -0.1090 -0.9295 0.1365 0.2941 -0.4791 -0.182
O -0.4300 1.1813 -1.2684 0.0767 -0.3984 0.2707 -0.556
C 1.3726 -0.2735 -0.6778 -0.0337 0.4588 -0.1713 0.667
C 2.2367 0.9172 -1.0113 0.0568 -0.0867 0.0606 -0.707
O 1.7959 -1.3197 -0.2370 0.1557 -0.1619 0.1365 -0.612
H -1.2486 0.3367 2.8164 0.0235 -0.0211 0.0415 0.216
H 0.0335 -0.7111 2.1854 0.1255 0.0172 0.1006 0.211
H -0.2153 0.9017 1.5120 0.1262 0.1628 -0.0426 0.206
H -2.2517 -1.3820 1.3164 0.0315 -0.1707 -0.1651 0.200
H -2.4066 0.2230 0.5993 -0.1880 0.0310 0.3266 0.194
H -1.7229 -1.1619 -1.2594 0.3294 -0.7793 0.1653 0.203
H -0.4962 -1.8342 0.1203 0.2918 -0.3948 -2.3318 0.268
H -0.6712 1.1553 -2.2071 0.1469 -0.1922 0.1442 0.470
H 1.8969 1.7932 -0.4629 0.0012 0.0592 -0.0294 0.237
H 3.2634 0.6868 -0.7445 -0.0129 -0.0652 0.0016 0.237
H 2.1765 1.1417 -2.0751 -0.0001 0.0621 -0.0245 0.228